Below is the molecule C2H2N2OS, with properties calculated with ωB97M-V/def2-TZVPD.

As for the multiplicity: 1. The calculation puts the HOMO energy at -0.3573 Eh. The SMILES is Sc1ncno1. As for the LUMO energy: 0.545 eV. The HOMO-LUMO gap comes out at 10.27 eV. For the calculated total energy, the calculation gives -17967.1910 eV. The calculation puts the energy above the lowest of the compared OMol25 structures with the same formula, charge and spin at 1.785 eV. As for the strongest force on any atom: 5.12 eV Å⁻¹.

Geometry (Å):
1 C 0.535 -0.449 -0.272
2 C -1.062 0.856 0.207
3 H 1.185 -1.635 1.180
4 H -1.891 1.314 0.614
5 N -0.440 -0.346 0.601
6 N -0.562 1.416 -0.911
7 O 0.488 0.432 -1.282
8 S 1.748 -1.587 -0.137

Cartesian forces (eV/Å) of the 3 atoms listed first:
-2.6 2.0 -1.1
3.4 -1.2 -3.6
1.3 -0.7 -1.5

natural (NBO) analysis output, partial charges in e: number 1, C, carries 0.326; number 2, C, carries 0.155; number 3, H, carries 0.203; number 4, H, carries 0.210; number 5, N, carries -0.545; number 6, N, carries -0.132; number 7, O, carries -0.327; number 8, S, carries 0.109